Model one:
Entry from the OMol25 dataset: a cluster of 2 separate species, C2H4O3S in total (wB97M-V/def2-TZVPD).

Its SMILES is COC=O.O=S. The value obtained for the HOMO energy (alpha / beta) is -8.3 / -8.3 eV. The LUMO energy (alpha / beta) comes out at -0.78 / -0.78 eV. As for the spin multiplicity: 1.

Last columns: bonded neighbours and bond lengths (Å).
Element x y z (Å)
1 S 2.6158 -1.5740 -1.7228  O4 1.500
2 O 0.1310 0.1677 0.8435  C5 1.273, C6 1.333
3 O 2.1163 0.1014 -0.1398  C5 1.204
4 O 1.4636 -2.4510 -2.1143  S1 1.500
5 C 1.3891 -0.0233 0.8117  O2 1.273, O3 1.204, H7 1.168
6 C -0.4762 0.7217 -0.2062  O2 1.333, H8 1.118, H9 1.153, H10 1.055
7 H 1.7274 -0.6040 1.7666  C5 1.168
8 H -1.5582 0.4979 -0.3766  C6 1.118
9 H 0.1166 0.3662 -1.1290  C6 1.153
10 H -0.4809 1.7759 -0.2410  C6 1.055

Mulliken atomic charges, in units of e:
1 S 0.325
2 O -0.250
3 O -0.539
4 O -0.362
5 C 0.301
6 C -0.561
7 H 0.296
8 H 0.252
9 H 0.243
10 H 0.294

Model two:
Entry from the OMol25 dataset: a cluster of 2 separate species, C2H4O3S in total (wB97M-V/def2-TZVPD).

The value obtained for the HOMO energy (alpha / beta) is -9.3 / -9.3 eV. The LUMO energy (alpha / beta) comes out at -1.70 / -1.71 eV. As for the spin multiplicity: 1.

Last columns: bonded neighbours and bond lengths (Å).
Element x y z (Å)
1 S -1.5578 0.4345 0.1737  O3 1.425, O4 1.443, C5 1.885
2 O 0.0254 -1.7710 -0.2593  C5 1.294, H9 0.957
3 O -2.6851 -0.4264 0.3088  S1 1.425
4 O -1.8314 1.6844 -0.4938  S1 1.443
5 C -0.1563 -0.5427 -0.6227  S1 1.885, O2 1.294
6 C 1.4122 0.6138 0.0439  H7 1.070, H8 1.075, H10 1.083
7 H 2.1296 0.2155 -0.6434  C6 1.070
8 H 0.9108 1.5541 -0.0963  C6 1.075
9 H 0.4921 -1.9697 0.5525  O2 0.957
10 H 1.2604 0.2074 1.0366  C6 1.083

Mulliken atomic charges, in units of e:
1 S 0.778
2 O -0.349
3 O -0.482
4 O -0.487
5 C 0.111
6 C -0.919
7 H 0.351
8 H 0.305
9 H 0.365
10 H 0.328

Least stable structure: model two

Model one:
Entry from the OMol25 dataset: a cluster of 2 separate species, C5H10NP in total (wB97M-V/def2-TZVPD).

The value obtained for the HOMO energy is -9.9 eV. The LUMO energy comes out at -0.35 eV. As for the spin multiplicity: 1.

Last columns: bonded neighbours and bond lengths (Å).
Element x y z (Å)
1 P -0.4344 -1.2268 -1.8228  C3 1.767, C6 1.889
2 N 0.3698 -3.8119 -0.7470  C3 1.149
3 C 0.1105 -2.7697 -1.1559  P1 1.767, N2 1.149
4 C -0.3639 1.2686 -0.6596  C6 1.530, H10 1.089, H15 1.088, H16 1.090
5 C 1.2259 -0.4020 0.3317  C6 1.525, H9 1.087, H12 1.089, H17 1.088
6 C -0.1632 -0.1955 -0.2640  P1 1.889, C4 1.530, C5 1.525, C7 1.534
7 C -1.2480 -0.6176 0.7353  C6 1.534, H8 1.091, H13 1.089, H14 1.089
8 H -2.2346 -0.5618 0.2736  C7 1.091
9 H 1.9956 -0.0984 -0.3737  C5 1.087
10 H -0.1830 1.9132 0.1991  C4 1.089
11 H 1.3063 -0.8789 -2.6687  no bonds
12 H 1.3919 -1.4471 0.5881  C5 1.089
13 H -1.0825 -1.6379 1.0778  C7 1.089
14 H -1.2360 0.0452 1.5990  C7 1.089
15 H 0.3263 1.5485 -1.4524  C4 1.088
16 H -1.3837 1.4422 -1.0044  C4 1.090
17 H 1.3319 0.1959 1.2349  C5 1.088

Mulliken atomic charges, in units of e:
1 P -0.112
2 N -0.410
3 C 0.399
4 C -1.709
5 C -1.556
6 C 1.256
7 C -1.654
8 H 0.453
9 H 0.411
10 H 0.404
11 H 0.044
12 H 0.408
13 H 0.436
14 H 0.389
15 H 0.415
16 H 0.414
17 H 0.412

Model two:
Entry from the OMol25 dataset: the molecule C5H10NP (wB97M-V/def2-TZVPD).

Its SMILES is N=[PH2][C@H]1C=CCC1. The value obtained for the HOMO energy is -9.0 eV. The LUMO energy comes out at 1.02 eV. As for the spin multiplicity: 1.

Last columns: bonded neighbours and bond lengths (Å).
Element x y z (Å)
1 P 1.9408 0.2270 0.2897  N2 1.584, C4 1.791, H11 1.394, H15 1.353
2 N 2.1209 -0.7172 -0.9695  P1 1.584, H14 1.092
3 C -0.5555 1.2294 0.1730  C4 1.511, C7 1.287, H16 1.187
4 C 0.2176 0.0676 0.7523  P1 1.791, C3 1.511, C6 1.556, H12 1.079
5 C -1.5638 -0.5950 -0.7567  C6 1.509, C7 1.483, H9 1.052, H10 1.046
6 C -0.6598 -1.1429 0.3198  C4 1.556, C5 1.509, H13 1.111, H17 1.039
7 C -1.6031 0.8609 -0.4770  C3 1.287, C5 1.483, H8 1.071
8 H -2.3870 1.5267 -0.7755  C7 1.071
9 H -2.5274 -1.0094 -0.6821  C5 1.052
10 H -1.0340 -0.7103 -1.6506  C5 1.046
11 H 2.3706 0.0029 1.5964  P1 1.394
12 H 0.1664 0.2877 1.8078  C4 1.079
13 H -0.1122 -1.9953 -0.1349  C6 1.111
14 H 3.1378 -0.5640 -1.3357  N2 1.092
15 H 1.9492 1.5791 0.2553  P1 1.353
16 H -0.2761 2.3584 0.4101  C3 1.187
17 H -1.1843 -1.4057 1.1777  C6 1.039

Mulliken atomic charges, in units of e:
1 P 0.288
2 N -0.635
3 C -0.497
4 C 0.218
5 C -0.639
6 C -0.890
7 C -0.564
8 H 0.443
9 H 0.377
10 H 0.334
11 H 0.050
12 H 0.362
13 H 0.355
14 H 0.202
15 H 0.039
16 H 0.204
17 H 0.351

Least stable structure: model two

Model one:
Entry from the OMol25 dataset: a cluster of 3 separate species, C5H14O2 in total (wB97M-V/def2-TZVPD).

Its SMILES is C=C(C)CC.O.O. The value obtained for the HOMO energy is -8.8 eV. The LUMO energy comes out at 0.42 eV. As for the spin multiplicity: 1.

Last columns: bonded neighbours and bond lengths (Å).
Element x y z (Å)
1 O 1.9181 1.8650 0.8652  H11 0.967, H14 0.977
2 O 2.2145 0.9264 -1.6785  H17 0.972, H18 0.954
3 C 0.1997 -1.9783 1.1916  C4 1.534, H12 1.090, H15 1.091, H20 1.108
4 C -0.3066 -0.5530 0.9367  C3 1.534, C5 1.518, H9 1.092, H10 1.085
5 C -1.4515 -0.4502 -0.0549  C4 1.518, C6 1.494, C7 1.331
6 C -1.5104 0.8569 -0.7750  C5 1.494, H13 1.097, H19 1.100, H21 1.091
7 C -2.4144 -1.3584 -0.1935  C5 1.331, H8 1.085, H16 1.089
8 H -2.5961 -2.1293 0.5484  C7 1.085
9 H -0.6728 -0.1208 1.8702  C4 1.092
10 H 0.5515 -0.0674 0.4834  C4 1.085
11 H 1.9671 2.8203 1.0074  O1 0.967
12 H 1.1093 -1.8892 1.7864  C3 1.090
13 H -0.6220 1.1462 -1.3502  C6 1.097
14 H 2.3044 1.6975 -0.0164  O1 0.977
15 H -0.5165 -2.7153 1.5570  C3 1.091
16 H -2.9381 -1.4113 -1.1470  C7 1.089
17 H 3.0342 0.9059 -2.2011  O2 0.972
18 H 1.9665 0.0061 -1.6390  O2 0.954
19 H -2.2959 0.8137 -1.5433  C6 1.100
20 H 0.4659 -2.4261 0.2134  C3 1.108
21 H -1.7805 1.7148 -0.1571  C6 1.091

Mulliken atomic charges, in units of e:
1 O -0.631
2 O -0.660
3 C -1.287
4 C 0.153
5 C 0.599
6 C -1.196
7 C -0.877
8 H 0.248
9 H 0.349
10 H -0.097
11 H 0.295
12 H 0.359
13 H 0.210
14 H 0.368
15 H 0.342
16 H 0.254
17 H 0.293
18 H 0.325
19 H 0.378
20 H 0.313
21 H 0.262

Model two:
Entry from the OMol25 dataset: a cluster of 3 separate species, C5H14O2 in total (wB97M-V/def2-TZVPD).

Its SMILES is CC=C(C)C.O.O. The value obtained for the HOMO energy is -8.8 eV. The LUMO energy comes out at 0.51 eV. As for the spin multiplicity: 1.

Last columns: bonded neighbours and bond lengths (Å).
Element x y z (Å)
1 O -1.6315 2.2028 -1.5422  H13 0.965, H20 0.963
2 O -4.1841 -0.7207 -2.3323  H18 0.965, H19 0.969
3 C 0.6537 1.2919 -0.1298  C6 1.520, H8 1.083, H14 1.083, H15 1.082
4 C 0.8644 -2.3897 1.1232  C5 1.486, H10 1.088, H12 1.093, H16 1.093
5 C 0.6725 -1.1492 0.3280  C4 1.486, C6 1.333, H9 1.087
6 C 1.0489 0.0763 0.6926  C3 1.520, C5 1.333, C7 1.506
7 C 1.8792 0.3963 1.9077  C6 1.506, H11 1.097, H17 1.087, H21 1.091
8 H -0.2497 1.7543 0.2476  C3 1.083
9 H 0.1374 -1.1379 -0.6181  C5 1.087
10 H 0.8259 -2.1956 2.1934  C4 1.088
11 H 2.1562 -0.5580 2.3735  C7 1.097
12 H 0.0581 -3.1111 0.9687  C4 1.093
13 H -2.0281 2.2673 -2.4197  O1 0.965
14 H 0.5234 0.9400 -1.1453  C3 1.083
15 H 1.4446 2.0222 -0.0188  C3 1.082
16 H 1.7928 -2.9129 0.8802  C4 1.093
17 H 2.8609 0.8268 1.7297  C7 1.087
18 H -3.4896 -0.1359 -2.0062  O2 0.965
19 H -3.8634 -1.0169 -3.1974  O2 0.969
20 H -0.7817 2.6243 -1.7082  O1 0.963
21 H 1.3104 0.9258 2.6735  C7 1.091

Mulliken atomic charges, in units of e:
1 O -0.592
2 O -0.643
3 C -1.284
4 C -1.302
5 C -0.101
6 C 0.690
7 C -1.303
8 H 0.293
9 H 0.300
10 H 0.357
11 H 0.334
12 H 0.353
13 H 0.293
14 H 0.425
15 H 0.308
16 H 0.273
17 H 0.341
18 H 0.319
19 H 0.316
20 H 0.331
21 H 0.293

Least stable structure: model one

Model one:
Entry from the OMol25 dataset: a cluster of 3 separate species, C5H14O2 in total (wB97M-V/def2-TZVPD).

Its SMILES is C=C(C)CC.O.O. The value obtained for the HOMO energy is -8.3 eV. The LUMO energy comes out at 0.46 eV. As for the spin multiplicity: 1.

Last columns: bonded neighbours and bond lengths (Å).
Element x y z (Å)
1 O 1.7052 1.6672 -1.9145  H8 0.990, H17 1.039
2 O 4.2483 -2.7148 1.2866  H14 0.999, H21 0.949
3 C -0.7403 -0.2856 0.5120  C4 1.378, C6 1.540, C7 1.525
4 C -0.6657 -1.1991 -0.5168  C3 1.378, H10 1.099, H12 1.088
5 C -2.0251 1.4116 -1.0477  C7 1.522, H15 1.090, H16 1.116, H20 1.079
6 C -0.7296 -0.6232 2.0141  C3 1.540, H9 1.071, H11 1.195, H13 1.052
7 C -1.3164 1.1045 0.2641  C3 1.525, C5 1.522, H18 1.092, H19 1.174
8 H 1.4758 2.0034 -2.8165  O1 0.990
9 H -0.5159 0.2954 2.5227  C6 1.071
10 H -0.9692 -2.2353 -0.3116  C4 1.099
11 H -1.8817 -0.8125 2.2684  C6 1.195
12 H -0.4674 -0.7585 -1.4911  C4 1.088
13 H -0.2817 -1.5630 2.1663  C6 1.052
14 H 4.9715 -2.0366 1.4110  O2 0.999
15 H -2.6310 0.6056 -1.4621  C5 1.090
16 H -1.2544 1.5321 -1.8459  C5 1.116
17 H 2.2274 0.7846 -2.0780  O1 1.039
18 H -1.9446 1.3533 1.1215  C7 1.092
19 H -0.2898 1.6732 0.2989  C7 1.174
20 H -2.5773 2.3325 -0.9434  C5 1.079
21 H 3.6619 -2.5350 0.5620  O2 0.949

Mulliken atomic charges, in units of e:
1 O -0.650
2 O -0.647
3 C 0.848
4 C -0.979
5 C -1.326
6 C -1.490
7 C -0.244
8 H 0.324
9 H 0.375
10 H 0.258
11 H 0.279
12 H 0.292
13 H 0.433
14 H 0.328
15 H 0.388
16 H 0.230
17 H 0.327
18 H 0.386
19 H 0.191
20 H 0.362
21 H 0.317

Model two:
Entry from the OMol25 dataset: a cluster of 2 separate species, C5H14O2 in total (wB97M-V/def2-TZVPD).

Its SMILES is CC(C)CCO.O. The value obtained for the HOMO energy is -10.1 eV. The LUMO energy comes out at 0.68 eV. As for the spin multiplicity: 1.

Last columns: bonded neighbours and bond lengths (Å).
Element x y z (Å)
1 O 2.0646 2.6155 3.0523  H16 0.978, H17 0.977
2 O -1.5196 1.6889 -2.4540  C6 1.411, H13 0.959
3 C -0.1665 -0.0475 -1.2930  C5 1.500, C6 1.552, H18 1.096, H20 1.102
4 C -0.8326 -0.4419 1.0946  C5 1.558, H10 1.097, H12 1.091, H14 1.086
5 C -0.3052 -1.0878 -0.2215  C3 1.500, C4 1.558, C7 1.546, H21 1.088
6 C -1.5311 0.4001 -1.8803  O2 1.411, C3 1.552, H11 1.106, H15 1.096
7 C 1.0478 -1.7505 0.1241  C5 1.546, H8 1.096, H9 1.091, H19 1.081
8 H 1.8288 -1.7302 -0.6452  C7 1.096
9 H 0.8999 -2.8214 0.2718  C7 1.091
10 H -1.3988 0.4778 0.9018  C4 1.097
11 H -1.8381 -0.4068 -2.5718  C6 1.106
12 H -1.5274 -1.1245 1.5868  C4 1.091
13 H -0.6001 1.9485 -2.5382  O2 0.959
14 H -0.1044 -0.1211 1.8343  C4 1.086
15 H -2.3343 0.3752 -1.1356  C6 1.096
16 H 2.3789 1.6900 3.0105  O1 0.978
17 H 2.6462 3.0365 3.7154  O1 0.977
18 H 0.3738 0.8859 -1.0995  C3 1.096
19 H 1.5065 -1.2746 0.9793  C7 1.081
20 H 0.3858 -0.4399 -2.1620  C3 1.102
21 H -0.9741 -1.8721 -0.5696  C5 1.088

Mulliken atomic charges, in units of e:
1 O -0.636
2 O -0.513
3 C -1.133
4 C -1.395
5 C 0.792
6 C -0.380
7 C -1.380
8 H 0.373
9 H 0.338
10 H 0.342
11 H 0.272
12 H 0.306
13 H 0.325
14 H 0.348
15 H 0.307
16 H 0.315
17 H 0.321
18 H 0.463
19 H 0.263
20 H 0.371
21 H 0.302

Least stable structure: model one